Computed, not measured: H4O2Si as an isolated structure, with ωB97M-V with the def2-TZVPD basis set.

```
! RIJCOSX wB97M-V def2-TZVPD def2/J DEFGRID3
* xyz 0 1
O -0.949 -1.267 1.008
O -0.599 0.430 0.778
Si 0.661 0.498 -0.342
H -1.755 -1.108 0.575
H 0.293 -0.543 -1.218
H 1.890 0.204 0.204
H 0.459 1.786 -1.005
*
```

As for the HOMO-LUMO gap: 10.20 eV. As for the HOMO energy: -11.4 eV. The maximum force is 0.096 hartree/bohr. The LUMO energy comes out at -0.0429 hartree.

=====

Computed, not measured: H4O2Si2 as an isolated structure, with ωB97M-V with the def2-TZVPD basis set.

```
! RIJCOSX wB97M-V def2-TZVPD def2/J DEFGRID3
* xyz 0 1
O -0.454 1.365 0.387
O 0.445 -1.325 -0.311
Si 0.990 -0.095 -1.018
Si -1.007 0.085 1.049
H 0.097 0.372 -2.111
H 2.340 0.562 -0.853
H -0.241 -0.404 2.319
H -2.170 -0.562 0.538
*
```

As for the HOMO-LUMO gap: 10.09 eV. As for the HOMO energy: -10.5 eV. The maximum force is 0.063 hartree/bohr. The LUMO energy comes out at -0.0142 hartree.

=====

Computed, not measured: H4O2Tl as an isolated structure, with ωB97M-V with the def2-TZVPD basis set.

```
! RIJCOSX wB97M-V def2-TZVPD def2/J DEFGRID3
* xyz 3 1
Tl 0.664 2.829 -1.730
O 2.152 -0.182 1.126
H 2.993 0.106 1.483
H 2.057 -1.083 1.432
O -2.410 -0.271 -0.931
H -3.294 -0.211 -0.569
H -2.162 -1.188 -0.810
*
```

As for the HOMO-LUMO gap: 2.95 eV. As for the HOMO energy: -26.1 eV. The maximum force is 0.043 hartree/bohr. The LUMO energy comes out at -0.8514 hartree.

=====

Computed, not measured: a 2-piece molecular cluster, H4O3P2 overall, with ωB97M-V with the def2-TZVPD basis set.

```
! RIJCOSX wB97M-V def2-TZVPD def2/J DEFGRID3
* xyz 0 1
O -0.516 -0.571 -1.277
P -1.214 0.264 -0.204
H -2.537 0.018 -0.296
H -1.181 1.571 -0.085
H -0.847 -0.361 1.071
O 0.990 1.466 0.219
P 1.794 0.375 -0.371
O 1.579 -0.942 0.569
H 1.932 -1.821 0.374
*
```

As for the HOMO-LUMO gap: 10.52 eV. As for the SMILES: O=[PH3].O=PO. As for the HOMO energy: -10.2 eV. The maximum force is 0.099 hartree/bohr. The LUMO energy comes out at 0.0110 hartree.

=====

Computed, not measured: H4OP2S as an isolated structure, with ωB97M-V with the def2-TZVPD basis set.

```
! RIJCOSX wB97M-V def2-TZVPD def2/J DEFGRID3
* xyz 0 1
O -0.217 -2.376 0.563
P 2.070 0.115 -0.415
P -1.542 -0.006 -0.840
S -0.316 -0.945 0.702
H 1.691 1.524 -0.577
H 2.574 0.497 0.816
H -2.842 -0.036 -0.137
H -1.417 1.226 -0.111
*
```

As for the HOMO-LUMO gap (spin up / spin down): 7.40 / 7.28 eV. As for the HOMO energy (spin up / spin down): -8.6 / -8.5 eV. The maximum force is 0.060 hartree/bohr. The LUMO energy (spin up / spin down) comes out at -0.0456 / -0.0449 hartree.

=====

Computed, not measured: a 2-piece molecular cluster, H4P2S2 overall, with ωB97M-V with the def2-TZVPD basis set.

```
! RIJCOSX wB97M-V def2-TZVPD def2/J DEFGRID3
* xyz 0 1
P 1.422 -1.465 -0.130
P -1.094 0.585 0.156
S 2.497 0.166 -0.078
S 0.182 2.124 0.236
H 0.457 -1.518 -1.324
H 0.463 -1.644 1.055
H -1.896 1.058 -1.101
H -2.032 0.695 1.187
*
```

As for the HOMO-LUMO gap (spin up / spin down): 6.69 / 6.95 eV. As for the HOMO energy (spin up / spin down): -8.7 / -8.9 eV. The maximum force is 0.056 hartree/bohr. The LUMO energy (spin up / spin down) comes out at -0.0741 / -0.0718 hartree.

=====

no.,calculated total energy (Ha)
1,-442.232084
2,-731.850966
3,-323.694573
4,-910.837861
5,-1158.409042
6,-1481.378068